1.
Molecular formula: C29H36Cl5FN3O3RuSb
Method: DFT, wB97M-V/def2-TZVPD

## Properties
multiplicity	1
energy above the lowest of the compared OMol25 structures with the same formula, charge and spin	19.97	kJ/mol
E_tot	-115703.25679	eV
orbital gap (spin up / spin down)	6.5 / 6.4	eV
maximum force	2.17	eV/A
HOMO energy (spin up / spin down)	-12.2190 / -12.1968	eV
total charge	+2

CARTESIAN COORDINATES (ANGSTROEM)
Ru 0.64895 1.70253 -1.27526
C -1.80750 0.39059 5.87392
C -2.73034 0.35170 4.67037
N -1.98019 0.30138 3.39704
C -1.75237 1.44236 2.75405
C -1.03782 1.54585 1.57748
C -0.84911 2.93591 1.00392
O -1.46313 3.85580 1.49395
O 0.03549 3.04401 0.07228
C -0.53793 0.38726 1.00393
O 0.08975 0.33694 -0.13842
C -0.75683 -0.85807 1.68523
C -0.26868 -2.06636 1.15970
C -0.49365 -3.23503 1.81606
F -0.05443 -4.37738 1.26259
C -1.19323 -3.29691 3.04436
C -1.66527 -2.10582 3.56616
C -1.47686 -0.88807 2.89027
N -1.39777 -4.50142 3.73342
C -0.66400 -5.71730 3.39213
C -0.92044 -6.76432 4.48172
N -1.19145 -6.05574 5.77788
C -2.51132 -5.31422 5.72599
C -2.70548 -4.80171 4.29778
H -2.39699 0.41427 6.78924
H -1.18340 1.28333 5.85473
H -1.14867 -0.47733 5.91101
H -3.35307 1.24193 4.61707
H -3.41424 -0.49558 4.68941
H -2.16089 2.35291 3.17814
H 0.26443 -2.07452 0.21977
H -2.15546 -2.11145 4.52668
H 0.40018 -5.48871 3.34165
H -0.95801 -6.15650 2.43490
H -0.06464 -7.42043 4.62296
H -1.79960 -7.37655 4.28965
H -0.44370 -5.37979 5.94693
H -1.18541 -6.71343 6.55932
H -2.44006 -4.51021 6.45613
H -3.28665 -6.01295 6.03463
H -3.34046 -3.92134 4.31193
H -3.22570 -5.54839 3.68747
Cl 0.23274 5.18105 -2.10874
C -0.64870 3.97014 -2.95404
C -0.42646 2.62874 -2.67952
C -1.20880 1.68356 -3.35058
Cl -0.96593 -0.02672 -2.97302
C -2.17783 2.03628 -4.28311
Cl -3.08968 0.83090 -5.09068
C -2.36931 3.38991 -4.56672
Cl -3.53334 3.85677 -5.73284
C -1.60882 4.35363 -3.89790
Cl -1.86197 6.01107 -4.24023
C 4.92255 0.84385 -4.55952
C 4.10231 0.75350 -3.27234
Sb 2.27341 1.83372 -3.42800
C 3.09936 3.80025 -3.56831
C 3.19116 4.49661 -4.91834
C 1.44819 1.19566 -5.29095
C 0.91307 2.27706 -6.22174
H 5.97469 0.64221 -4.35971
H 4.87063 1.83186 -5.02154
H 4.58559 0.11582 -5.29630
H 4.63795 1.19663 -2.43208
H 3.88918 -0.28234 -3.00558
H 4.09234 3.66232 -3.13087
H 2.52892 4.41015 -2.87270
H 3.72250 3.90836 -5.66716
H 3.72673 5.43966 -4.80478
H 2.20333 4.73391 -5.31262
H 0.66109 0.48980 -5.03040
H 2.24266 0.61872 -5.76821
H 0.14199 2.88046 -5.74001
H 0.46173 1.81684 -7.10159
H 1.69479 2.94820 -6.57120
C 2.50253 2.10615 -0.51119
H 3.13293 1.23510 -0.69802
H 2.19383 2.19704 0.52938
H 3.02062 3.01588 -0.80701

Atomic forces in eV per Å
1.479 -0.434 -1.523
0.011 0.005 0.042
-0.057 -0.020 -0.095
0.034 -0.091 -0.008
0.034 0.130 -0.137
-0.155 0.083 0.053
0.212 -0.162 -0.059
-0.103 0.005 0.174
-0.253 0.520 0.150
-0.003 -0.122 -0.046
-0.839 -1.079 1.522
-0.030 -0.064 0.078
-0.026 -0.015 0.042
-0.030 0.087 0.009
0.036 0.044 -0.106
0.015 0.038 -0.019
0.074 0.028 -0.127
-0.012 -0.004 0.088
-0.075 0.015 0.049
0.076 -0.130 0.017
0.000 -0.027 0.139
0.009 0.053 0.042
0.096 -0.070 0.059
-0.058 -0.001 0.010
-0.012 0.004 0.006
-0.007 0.013 -0.015
-0.001 -0.015 -0.007
0.032 0.018 0.060
0.013 0.004 0.020
0.007 -0.005 -0.004
-0.003 0.011 -0.010
-0.019 -0.031 0.015
-0.037 -0.019 -0.001
-0.012 0.019 0.044
-0.004 0.005 -0.053
0.026 -0.004 -0.056
-0.013 -0.035 -0.022
-0.001 0.025 -0.030
-0.049 0.010 -0.027
-0.036 0.034 -0.040
0.015 0.019 0.010
0.010 0.001 0.004
0.021 0.027 -0.010
-0.162 0.100 -0.045
-0.474 -0.279 -0.240
-0.152 0.122 -0.094
0.033 0.553 -0.059
0.086 -0.021 0.054
0.011 0.019 0.005
0.019 -0.027 0.040
0.036 -0.001 0.031
-0.032 -0.013 -0.022
0.021 -0.010 0.009
-0.011 -0.005 -0.041
0.070 -0.197 0.023
-0.074 0.432 -0.209
0.208 0.074 0.076
-0.085 -0.025 -0.123
0.049 -0.108 -0.141
-0.027 0.104 0.004
-0.005 -0.044 0.012
0.029 0.020 0.031
-0.026 0.030 -0.026
-0.037 0.059 -0.002
0.015 0.010 0.002
0.009 0.018 -0.052
0.008 -0.063 0.016
-0.003 -0.017 0.012
0.017 -0.008 0.030
0.018 0.003 0.015
0.025 -0.021 0.001
0.003 0.040 -0.006
0.015 0.029 0.003
-0.011 -0.037 0.018
-0.009 -0.052 0.008
-0.256 0.384 0.253
0.002 -0.011 0.093
0.362 0.039 0.091
-0.043 0.034 -0.006



2.
Molecular formula: C5H7I
Method: DFT, wB97M-V/def2-TZVPD

## Properties
structure (SMILES)	C[C@H]1C=C(I)C1
multiplicity	1
energy above the lowest of the compared OMol25 structures with the same formula, charge and spin	152.98	kJ/mol
E_tot	-13395.89630	eV
orbital gap	9.3	eV
maximum force	4.96	eV/A
HOMO energy	-8.6699	eV

CARTESIAN COORDINATES (ANGSTROEM)
C 0.44275 0.13952 -0.04967
C -0.70793 1.03193 0.47281
C -0.63639 -1.07570 0.43202
C -1.47878 0.04511 1.11549
C 1.36519 0.31915 -1.41663
I -3.03928 -0.16938 2.47353
H 1.15304 -0.11546 0.79579
H -0.74988 2.19490 0.44364
H -1.01421 -1.58327 -0.34023
H -0.01546 -1.72942 1.07245
H 2.20536 -0.35598 -1.37965
H 1.75678 1.32064 -1.35666
H 0.71881 -0.02202 -2.26289

Atomic forces in eV per Å
-0.347 -1.446 1.174
-0.635 0.698 1.331
3.127 2.645 2.799
3.051 0.885 -3.080
-3.064 -1.427 1.899
0.489 0.295 -0.485
-0.351 1.249 -0.898
-0.173 -2.172 0.237
-1.894 -1.849 -2.888
-0.899 -0.105 0.050
0.184 -0.336 0.269
-0.232 0.463 -0.686
0.744 1.100 0.279



The lowest E_tot belongs to which entry? C29H36Cl5FN3O3RuSb